The following is a DFT calculation (ωB97M-V with the def2-TZVPD basis set) of a molecular structure, C11H30OP2V in a non-equilibrium geometry.

Values from the calculation:
* energy: -58195.817 eV
* LUMO level (alpha / beta): -3.50 / -4.24 eV
* net charge: +1
* largest force on an atom: 9.162 eV Å⁻¹
* orbital gap (alpha / beta): 7.28 / 6.89 eV
* E_HOMO (alpha / beta): -10.79 / -11.12 eV
* spin multiplicity: 3

Each line ends with the Löwdin spin population.
Positions of all 45 atoms, in Å:
V1 0.8443 0.0001 0.6773  1.425
H1 -2.3171 -0.4658 0.9144  0.002
H2 -2.1832 0.3310 1.0353  0.003
P1 0.0502 -1.8682 -0.1118  0.029
P2 0.0348 2.1017 -0.6675  -0.042
C1 1.4639 3.1555 -0.2883  -0.004
H3 1.2835 4.1391 -0.7301  -0.002
H4 1.5782 3.2530 0.8043  0.001
H5 2.3791 2.7120 -0.7082  0.001
C2 -0.2779 2.4808 -2.4586  -0.002
H6 -1.2156 2.0438 -2.7660  0.000
H7 -0.3087 3.5348 -2.5879  -0.001
H8 0.5172 2.0592 -3.0479  0.000
C3 -1.3973 2.9244 0.1259  -0.004
H9 -1.1941 3.0692 1.1958  0.000
H10 -1.5569 3.9098 -0.3451  -0.002
H11 -2.3042 2.3041 0.0170  0.000
C4 -0.1094 -2.0574 -1.9275  0.000
H12 -0.1790 -3.1229 -2.1714  0.000
H13 -0.9904 -1.5152 -2.2896  -0.001
H14 0.7805 -1.6188 -2.3958  0.001
C5 1.2926 -3.1448 0.2786  0.030
H15 1.3566 -3.2877 1.3657  0.000
H16 0.9442 -4.0720 -0.1971  0.005
H17 2.2756 -2.8522 -0.1046  0.002
C6 -1.4506 -2.6940 0.5554  -0.002
H18 -2.3601 -2.1706 0.2344  0.000
H19 -1.4620 -3.7332 0.1901  -0.001
H20 -1.4274 -2.6987 1.6550  0.000
C7 2.6450 0.0216 0.1977  0.258
O1 3.8347 -0.0474 -0.0754  0.263
H21 0.2015 0.3696 -0.8293  -0.022
C8 0.8919 0.6761 4.8568  0.003
C9 0.2889 0.0615 3.5821  0.007
C10 -1.1237 -0.4747 3.9073  0.000
C11 0.2933 1.0482 2.4615  0.033
H22 0.3359 1.5860 5.1105  0.000
H23 1.9210 0.9336 4.6019  0.000
H24 0.9139 0.0437 5.7328  0.000
H25 0.9286 -0.7939 3.2927  0.002
H26 -1.8038 0.3629 4.1278  0.000
H27 -1.4865 -1.0209 3.0427  0.000
H28 -1.0657 -1.1288 4.7716  0.000
H29 -0.6110 1.7406 2.4096  0.002
H30 1.2045 1.7238 2.4401  0.013

***

The following is a DFT calculation (ωB97M-V with the def2-TZVPD basis set) of a molecular structure, C11H31ClI2N3P2Rh in a non-equilibrium geometry.

Values from the calculation:
* energy: -66668.682 eV
* LUMO level (alpha / beta): -7.70 / -9.46 eV
* net charge: +2
* largest force on an atom: 6.884 eV Å⁻¹
* relative energy (zero: lowest compared OMol25 entry of this formula, charge and spin): 375.8 kJ/mol
* orbital gap (alpha / beta): 6.86 / 5.28 eV
* E_HOMO (alpha / beta): -14.56 / -14.75 eV
* spin multiplicity: 5

Each line ends with the Löwdin spin population.
Positions of all 51 atoms, in Å:
I1 -0.3569 2.7444 -0.5048  0.601
I2 -0.3955 -2.6522 0.8300  0.580
Rh1 0.3902 0.0223 -1.9614  1.301
P1 -2.0393 -0.2073 -1.7777  0.133
C1 -2.9353 -0.2465 -0.2094  0.021
C2 -2.6973 1.2021 -2.6761  0.029
H1 -3.7752 1.0451 -2.7380  0.006
H2 -3.6331 -1.2960 -3.0946  0.004
H3 -2.2670 1.2172 -3.6739  0.001
H4 -2.0181 -1.4448 -3.8114  0.002
H5 -2.4604 0.3663 0.5303  0.003
H6 -2.4526 2.1487 -2.1898  0.005
C3 -2.5870 -1.5064 -2.8841  0.023
H7 -3.9392 0.1439 -0.3015  0.003
H8 -2.4522 -2.4942 -2.4510  0.003
H9 -2.9675 -1.2402 0.2088  0.009
P2 2.6170 0.0477 -1.9344  0.107
C4 3.5894 0.0907 -0.4360  0.002
C5 2.9630 -1.5014 -2.7296  0.029
H10 2.5359 1.2221 -3.9643  0.001
H11 4.1255 1.2195 -3.2021  0.009
H12 2.8529 2.3105 -2.6140  0.002
C6 3.0700 1.3379 -3.0349  0.039
H13 2.4050 -1.5499 -3.6638  0.002
H14 4.0267 -1.4939 -2.9321  0.006
H15 4.6367 0.2707 -0.6778  0.001
H16 3.5232 -0.8327 0.1187  0.000
H17 2.6792 -2.3584 -2.1202  0.001
H18 3.2982 0.8591 0.2668  0.001
Cl1 0.2407 -0.6820 -4.1012  0.212
C7 1.3466 -1.7639 2.7118  0.233
N1 0.5724 -0.5540 2.9051  0.015
C8 0.5451 -0.0184 4.2528  0.008
C9 -0.0303 0.1615 1.8741  0.007
N2 0.5768 0.0291 0.7342  0.079
N3 -1.2393 0.9078 2.0984  0.032
C10 -2.2614 0.3341 2.9626  0.014
C11 -1.2856 2.3290 2.0483  0.276
H19 1.1663 -2.4802 3.5178  0.002
H20 2.4095 -1.6858 2.5386  0.012
H21 0.8273 -2.2582 1.8400  0.077
H22 -0.1850 0.8286 4.3839  0.002
H23 0.2038 -0.7770 5.0161  0.001
H24 1.5319 0.3611 4.6705  0.000
H25 1.1448 -0.8211 0.7886  0.002
H26 -2.1924 0.8321 3.9566  0.000
H27 -3.3081 0.4929 2.6340  0.001
H28 -2.1130 -0.7594 3.0512  0.002
H29 -0.7449 2.5799 1.0591  0.088
H30 -2.3018 2.7490 1.8576  0.002
H31 -0.6401 2.7705 2.8282  0.013

***

The following is a DFT calculation (ωB97M-V with the def2-TZVPD basis set) of 6 unconnected molecules or ions with the total composition C11H32BrO9 in a non-equilibrium geometry.

Values from the calculation:
* energy: -100397.568 eV
* LUMO level: 2.89 eV
* net charge: -1
* largest force on an atom: 1.326 eV Å⁻¹
* relative energy (zero: lowest compared OMol25 entry of this formula, charge and spin): 15.3 kJ/mol
* orbital gap: 9.30 eV
* E_HOMO: -6.41 eV

Each line ends with the Löwdin charge.
Positions of all 53 atoms, in Å:
Br1 -0.1561 -0.5615 -0.6356  0.220
C1 2.9978 1.9076 0.6489  -0.059
C2 3.5877 0.5337 0.8883  -0.498
C3 4.7389 0.5662 1.8786  -0.075
O1 2.5901 -0.3234 1.4673  -0.101
H1 2.1903 1.8687 -0.0817  0.055
H2 3.7660 2.5827 0.2570  0.079
H3 2.5574 2.2701 1.5784  0.083
H4 3.9327 0.0788 -0.0499  0.133
H5 4.6014 1.1936 2.7601  0.075
H6 5.6606 0.8930 1.3843  0.071
H7 4.9449 -0.4410 2.2493  0.073
H8 1.7980 -0.2982 0.8924  -0.047
C4 -0.2331 -3.2646 -3.6856  -0.277
C5 0.9442 -2.3808 -4.0233  -0.280
O2 0.8127 -0.9891 -3.8149  -0.117
O3 -0.4392 -3.4685 -2.3051  -0.116
H9 0.0103 -4.2335 -4.1356  0.110
H10 -1.1449 -2.9015 -4.1776  0.116
H11 1.1681 -2.5261 -5.0881  0.111
H12 1.8657 -2.7162 -3.5258  0.120
H13 0.6486 -0.8087 -2.8720  -0.065
H14 -0.3305 -2.6149 -1.8392  -0.073
C6 -1.1962 2.1781 2.3001  -0.274
C7 -1.3299 2.8737 3.6456  -0.231
O4 -2.4313 2.3313 4.4060  -0.077
O5 -0.5446 0.9401 2.4602  -0.092
H15 -0.5921 2.8827 1.7061  0.114
H16 -2.1550 2.0471 1.7924  0.122
H17 -1.4674 3.9448 3.5080  0.110
H18 -0.4112 2.6209 4.1829  0.117
H19 -2.8244 3.0627 4.8880  0.064
H20 -0.4845 0.5761 1.5588  -0.051
C8 -3.0088 -4.0765 3.2906  -0.262
C9 -2.3821 -3.6298 1.9792  -0.276
O6 -2.1213 -2.2520 2.0501  -0.067
O7 -2.0708 -4.0774 4.3583  -0.061
H21 -3.5449 -5.0261 3.1406  0.108
H22 -3.8095 -3.3780 3.5457  0.119
H23 -3.0788 -3.8708 1.1584  0.116
H24 -1.4782 -4.2040 1.7295  0.120
H25 -1.7438 -1.9580 1.2105  0.007
H26 -1.3820 -4.6995 4.0961  0.081
C10 -1.1020 3.7106 -3.7311  -0.258
C11 -0.4120 2.4033 -3.3467  -0.273
O8 0.1340 2.5800 -2.0569  -0.115
O9 -1.7298 3.6950 -5.0056  -0.077
H27 -0.3762 4.5236 -3.7732  0.118
H28 -1.8169 3.9005 -2.9218  0.118
H29 0.3890 2.1101 -4.0350  0.118
H30 -1.1591 1.5988 -3.3743  0.117
H31 0.0955 1.7377 -1.5774  -0.054
H32 -2.4775 3.0886 -4.9555  0.080

***

The following is a DFT calculation (ωB97M-V with the def2-TZVPD basis set) of 4 unconnected molecules or ions with the total composition C11H32N2O7P in a non-equilibrium geometry.

Values from the calculation:
* energy: -38518.533 eV
* LUMO level: -3.41 eV
* net charge: +1
* largest force on an atom: 1.412 eV Å⁻¹
* orbital gap: 8.59 eV
* E_HOMO: -12.00 eV

Each line ends with the Löwdin charge.
Positions of all 53 atoms, in Å:
N1 -0.5344 2.3154 2.2693  -0.103
P1 0.5498 1.5902 1.4727  0.481
O1 0.8315 0.0767 1.9899  -0.132
O2 0.3348 1.4556 -0.0806  -0.093
C1 2.1646 2.4343 1.6017  -0.248
N2 2.5569 2.3380 3.0781  0.085
C2 3.0697 3.7081 3.4975  -0.080
C3 3.4520 4.3084 2.1492  -0.093
C4 2.1762 3.9283 1.3662  -0.286
C5 2.0484 4.4299 -0.0630  -0.156
O3 0.6940 4.6550 -0.3890  -0.134
O4 0.3256 5.9356 0.1180  0.000
H1 -0.9689 1.7533 2.9891  0.010
H2 1.7504 -0.1774 1.8566  0.071
H3 -0.1480 0.6417 -0.2716  0.089
H4 2.9205 1.9704 0.9715  0.151
H5 3.3381 1.6900 3.1592  0.180
H6 1.7918 2.0443 3.6909  0.165
H7 2.2174 4.2685 3.8637  0.139
H8 3.8635 3.6367 4.2285  0.137
H9 3.7170 5.3543 2.1595  0.139
H10 4.2422 3.6570 1.7700  0.129
H11 1.3598 4.4018 1.9133  0.144
H12 2.4619 3.7570 -0.8124  0.145
H13 2.5963 5.3676 -0.1435  0.133
H14 0.4919 6.5264 -0.6298  0.112
C6 0.4209 -1.8783 -2.4256  -0.094
C7 1.8815 -2.1854 -2.1721  -0.295
O5 2.4553 -1.2463 -1.2511  -0.100
H15 0.3095 -0.8662 -2.8211  0.077
H16 -0.0133 -2.5831 -3.1319  0.075
H17 -0.1516 -1.9444 -1.4962  0.055
H18 2.4619 -2.1077 -3.0885  0.116
H19 1.9957 -3.1986 -1.7787  0.114
H20 1.9538 -1.3316 -0.4363  0.046
C8 -3.1344 -5.1916 -2.6247  -0.087
C9 -1.6731 -5.4896 -2.3623  -0.307
O6 -1.1240 -4.5604 -1.4225  -0.107
H21 -3.2471 -4.1721 -2.9961  0.073
H22 -3.5594 -5.8786 -3.3572  0.078
H23 -3.7104 -5.2669 -1.7008  0.064
H24 -1.0832 -5.3906 -3.2723  0.109
H25 -1.5476 -6.5095 -1.9865  0.110
H26 -1.6298 -4.6442 -0.6092  0.075
C10 -3.5359 -1.3710 -0.5168  -0.094
C11 -4.8642 -2.1052 -0.4444  -0.311
O7 -4.7074 -3.4337 0.0464  -0.087
H27 -2.8380 -1.9174 -1.1543  0.057
H28 -3.6655 -0.3637 -0.9159  0.075
H29 -3.0883 -1.2929 0.4790  0.068
H30 -5.3023 -2.1985 -1.4360  0.114
H31 -5.5698 -1.5585 0.1888  0.110
H32 -4.3362 -3.3809 0.9313  0.079